Record 1
25
Properties=species:S:1:pos:R:3:forces:R:3 method="wB97M-V/def2-TZVPD" charge=0 homo_lumo_gap_ev=7.582 relative_energy_kcal_mol=61.6 total_energy_ev=-28943.873 homo_energy_ev=-8.0
C 0.246018 -0.911081 -1.274254 -0.81 1.30 -2.56
C -1.891863 -1.419896 -0.087469 -1.88 0.05 -1.07
C 0.893512 -2.158155 -1.704658 -2.21 -2.17 -2.72
C 1.555500 1.602045 0.684439 1.32 2.36 -2.20
C 0.111958 0.225168 2.149793 -0.74 1.60 1.11
C -0.901416 1.796112 0.298547 -1.22 1.66 1.74
C 0.516909 -0.382128 -0.107489 0.66 1.32 -0.12
C 0.203833 0.881320 0.751773 1.70 -1.16 -0.85
N -0.795900 -0.513702 -2.253229 0.48 -0.65 1.26
S -2.359895 -0.926216 -1.641750 0.88 -0.25 1.77
I -3.571633 -2.112334 1.019549 0.02 0.09 -0.33
H 1.949238 -2.149105 -1.639515 1.02 -0.16 0.21
H 0.421197 -2.954467 -1.114083 0.58 -0.26 0.10
H 0.558720 -2.470358 -2.825496 1.03 1.04 2.54
H 1.912254 1.686374 -0.440531 -0.48 -0.46 2.21
H 1.707924 2.707940 1.027159 -1.03 -1.90 -0.07
H 2.208908 0.992489 1.280572 0.95 -0.02 -0.27
H 1.099356 0.313465 2.696707 -1.13 -0.78 -0.73
H -0.593467 0.774464 2.803234 0.17 -0.14 -0.28
H -0.314467 -0.764662 2.011298 0.37 -0.24 0.51
H -1.889336 1.379478 0.623452 0.63 0.61 -0.50
H -0.925086 2.116262 -0.730724 0.13 -0.75 -0.73
H -0.759253 2.857182 0.756237 -0.35 -1.91 -0.03
H 1.308154 -1.001269 0.285404 0.34 0.24 0.92
H -0.691165 0.431073 -2.568963 -0.44 0.59 0.11



Record 2
27
Properties=species:S:1:pos:R:3:forces:R:3 method="wB97M-V/def2-TZVPD" charge=+1 homo_lumo_gap_ev="5.134 / 4.629" multiplicity=6 total_energy_ev=-26653.070 homo_energy_ev="-8.2 / -12.1"
C -1.255217 1.162987 -3.244672 -1.67 -0.33 -1.06
Ir -0.381852 0.548655 -1.649408 0.95 1.46 2.08
N 0.839587 -1.030915 -2.323396 1.13 -1.07 -0.73
H -1.500293 1.410738 -0.834837 0.31 -0.27 -0.27
H 0.795081 1.845405 -1.685566 0.09 -0.04 0.11
H -1.625045 2.191332 -3.097215 -0.01 -0.43 -0.57
H -2.083762 0.380676 -3.147788 0.46 1.18 -1.18
H -0.512669 1.020677 -4.065481 -0.80 0.20 0.19
H 0.614131 -1.959229 -1.949026 -0.14 0.24 -0.04
H 1.823050 -0.846777 -2.124767 -0.10 -0.04 0.12
H 0.787644 -1.102853 -3.336892 -0.05 -0.15 -0.09
N -1.329203 -2.332597 -0.756642 -0.30 -1.10 -0.62
C -0.780474 -1.666354 0.326839 -0.78 -0.72 0.17
N -0.289716 -0.438100 0.128573 1.75 1.54 2.66
C 0.318101 0.106917 1.277349 -1.58 -1.75 -1.77
C 0.810715 1.403665 1.417773 -0.27 0.01 -0.96
C 1.234135 1.826528 2.690442 0.38 -0.83 2.60
C 1.178914 0.930154 3.774537 0.43 1.25 0.01
C 0.684999 -0.391727 3.621106 0.17 -0.18 0.78
C 0.257047 -0.804285 2.368587 -0.65 -0.63 -1.23
S -0.487407 -2.367452 1.939504 0.79 2.05 -0.22
H -1.814024 -3.196637 -0.537719 0.02 0.24 -0.13
H -1.851941 -1.749267 -1.425770 0.09 -0.30 0.79
H 0.848467 2.076891 0.563170 -0.05 -0.20 0.16
H 1.605843 2.851862 2.856202 -0.24 -0.70 -0.17
H 1.508781 1.241976 4.769751 -0.13 -0.06 -0.49
H 0.605116 -1.112279 4.445335 0.20 0.61 -0.14



Record 3
28
Properties=species:S:1:pos:R:3:forces:R:3 method="wB97M-V/def2-TZVPD" charge=+1 homo_lumo_gap_ev="6.245 / 7.127" multiplicity=3 total_energy_ev=-35709.469 homo_energy_ev="-8.9 / -12.8"
C 0.562854 1.698263 1.018026 4.49 1.35 -0.13
C -0.330816 0.892784 0.486203 -3.15 -1.75 -1.34
C 2.145180 0.256041 0.049033 3.59 0.47 -1.33
C -1.134233 0.321225 -0.370229 -0.72 0.49 -0.46
C -3.506099 1.618051 0.301740 2.08 0.38 1.65
C 0.011364 -3.079529 0.595898 -0.90 -0.19 0.31
C 4.238501 1.783206 -0.724195 -0.99 -0.25 -2.27
C -3.314293 1.002508 -1.021813 0.34 2.49 0.21
N 1.216930 -0.596928 0.042045 -1.26 -2.66 0.03
N 1.900164 1.437534 0.537712 -2.66 0.68 2.75
O -1.133754 -1.109261 -0.490980 -0.27 0.65 -1.21
O -1.887774 0.934094 -1.282291 -0.28 -0.16 0.06
P 0.316027 -1.738791 -0.534282 0.86 -0.81 -0.24
S 3.784280 0.012763 -0.573182 -0.62 0.51 -0.09
H 0.577546 2.204844 1.936283 -0.65 1.44 0.59
H -3.233837 0.982182 1.165902 -0.63 0.05 -0.40
H -2.767933 2.431324 0.358422 -0.43 0.22 0.04
H -4.467696 2.036784 0.343534 -1.36 0.38 0.60
H -1.022684 -3.361349 0.368245 0.13 -0.29 -0.34
H -0.139564 -2.622400 1.582164 0.54 0.09 -0.11
H 0.606153 -3.983295 0.664658 0.40 0.25 -0.25
H 5.266438 1.648958 -1.048406 0.11 0.66 -0.15
H 4.208395 2.293084 0.223546 0.30 0.22 0.16
H 3.567535 2.316468 -1.550913 1.61 -1.14 1.88
H -3.839143 1.747436 -1.662752 0.96 -1.26 -0.64
H -3.668512 0.046943 -0.995800 -1.37 -2.56 -0.78
H 2.609319 2.033882 0.887258 0.51 0.38 0.09
H 0.718494 -2.173606 -1.899469 -0.63 0.35 1.36



Record 4
28
Properties=species:S:1:pos:R:3:forces:R:3 method="wB97M-V/def2-TZVPD" charge=0 homo_lumo_gap_ev="7.901 / 7.900" relative_energy_kcal_mol=161.7 total_energy_ev=-19687.276 homo_energy_ev="-7.3 / -7.3" smiles="C/C=C/O/C(=N/C(C)=[N+](/[O-])O)OCC"
C -1.869310 0.285948 -4.128541 2.49 -0.54 -0.54
C -1.098773 -0.341137 -2.994117 -0.11 -0.67 0.91
C -1.077044 0.212895 -1.759892 -1.02 0.34 -4.40
O -0.292239 -0.290068 -0.827178 0.78 -0.05 1.32
C -0.094806 0.278613 0.380260 -2.42 0.91 1.30
N -0.850238 1.123387 0.959491 -0.44 -0.07 -1.86
C -1.082577 1.535347 2.261685 0.70 1.24 -2.20
C -0.858517 0.715511 3.455453 0.29 0.17 -1.20
N -1.513282 2.766857 2.421968 -0.38 -2.37 2.89
O -2.030212 3.177825 3.513609 0.18 0.44 0.16
O -1.358053 3.661049 1.484224 0.25 1.96 -2.86
O 0.882594 -0.294316 0.963912 2.40 -1.02 1.85
C 1.765503 -1.276094 0.325699 -1.94 0.41 0.09
C 2.905304 -1.430036 1.251256 1.15 -2.94 -0.65
H -1.151555 0.807651 -4.859604 -1.33 -0.74 0.92
H -2.575920 0.915996 -3.719689 -1.23 2.10 0.72
H -2.488703 -0.437384 -4.606850 -0.04 -0.77 -0.85
H -0.649894 -1.336441 -3.185205 0.06 0.79 0.23
H -1.603562 1.154506 -1.729427 0.15 0.26 1.26
H -1.626310 0.986899 4.122571 -0.80 -0.37 1.20
H 0.101354 1.004349 3.830520 0.65 0.14 0.65
H -0.779073 -0.294822 3.112036 -0.34 -0.79 0.36
H -1.820310 4.481672 1.763717 0.06 -0.93 0.37
H 1.089869 -2.191105 0.162403 1.53 1.20 -0.20
H 2.156252 -0.745881 -0.543154 -0.41 -0.74 -0.56
H 2.694544 -2.096505 2.129031 0.17 1.57 -0.19
H 3.588916 -2.099249 0.678678 -0.17 0.20 0.18
H 3.491669 -0.521835 1.269312 -0.21 0.29 1.10



Record 5
26
Properties=species:S:1:pos:R:3:forces:R:3 method="wB97M-V/def2-TZVPD" charge=+1 homo_lumo_gap_ev=9.194 relative_energy_kcal_mol=39.3 total_energy_ev=-15032.585 homo_energy_ev=-12.6 smiles="C[N+]1=C2OC(N)=NCC[C@H]2CC1"
C 1.137026 2.237085 -0.897434 1.37 -1.33 -1.60
N 1.075305 0.955597 -0.218159 -1.07 1.18 1.87
C 0.011465 0.492825 0.395808 4.55 -0.65 -0.49
O -1.029163 1.200217 0.511222 -0.86 2.74 0.38
C -2.173715 0.499638 0.219736 -2.58 -1.78 -0.64
N -3.349165 1.188880 0.351831 -0.11 3.00 1.78
N -2.142978 -0.638961 -0.228554 -1.38 -1.05 0.75
C -1.356646 -1.713092 -0.713378 -1.27 0.26 -1.19
C 0.110678 -1.750893 -0.259671 -1.02 -2.08 -2.82
C 0.342610 -0.887848 0.881295 1.14 1.53 2.33
C 1.917834 -0.807127 1.135559 -2.49 -1.01 -2.10
C 2.260703 0.173197 0.005532 0.35 -1.46 -2.17
H 0.093534 2.471375 -0.982426 -0.05 1.25 -0.40
H 1.661516 2.045737 -1.902950 -1.15 0.31 1.19
H 1.832075 2.897744 -0.380938 -0.62 0.33 0.29
H -4.254535 0.710749 0.278293 1.15 0.02 -0.05
H -3.384315 2.091535 0.928286 0.23 -2.05 -1.28
H -1.703941 -1.561822 -1.785958 1.71 -1.01 0.52
H -1.774440 -2.695784 -0.421412 -0.39 0.76 0.00
H 0.220847 -2.811153 -0.022744 0.87 0.20 0.05
H 0.776157 -1.470081 -1.116607 -0.37 -0.40 0.85
H -0.197807 -1.010058 1.817095 -0.28 -0.85 -0.14
H 2.313941 -1.837407 1.027542 0.08 0.87 0.19
H 2.100710 -0.361562 2.084335 0.45 0.21 0.72
H 3.066255 0.724479 0.389560 1.10 1.43 -0.20
H 2.446051 -0.143258 -1.095852 0.64 -0.42 2.15



Record 6
28
Properties=species:S:1:pos:R:3:forces:R:3 method="wB97M-V/def2-TZVPD" charge=+1 homo_lumo_gap_ev=8.605 relative_energy_kcal_mol=135.4 total_energy_ev=-19123.989 homo_energy_ev=-12.7
C -0.823862 -2.779688 2.217442 -0.88 1.69 -1.22
C 0.259590 -0.078531 -0.111472 1.59 -1.33 0.17
C 0.128610 -2.217901 -0.769793 1.44 -3.93 0.75
C -0.577084 -0.051728 -1.310627 -1.37 -1.15 -1.45
C -0.139373 0.810918 -2.481616 3.05 0.02 2.13
C -1.983867 0.356221 -1.058507 -2.05 1.98 -0.18
C 0.280226 0.862943 2.107779 -1.75 -5.18 2.29
C 2.112097 1.311878 0.539443 2.48 0.92 2.17
N -0.558460 -1.574921 -1.606756 -0.22 3.55 -0.78
N 0.783134 -1.277934 0.150901 -1.73 2.60 -0.70
N 0.677379 1.048196 0.671166 -2.37 0.89 0.97
O -0.267011 -3.714383 2.454350 2.10 -3.95 1.57
O -1.350015 -1.825437 1.852301 -1.37 2.03 -0.21
O 1.557257 -1.563957 1.088574 -0.21 -0.42 -0.57
H 0.932869 0.605812 -2.534092 0.32 0.74 -0.35
H -0.362451 1.859087 -2.251910 0.28 -0.22 -0.31
H -0.468768 0.533621 -3.422291 -1.45 -0.59 -1.63
H -2.200344 0.734121 -0.081095 0.17 -0.05 1.07
H -2.707625 -0.424753 -1.201449 -0.30 -0.31 -0.31
H -2.240008 1.265985 -1.676864 -0.05 -1.32 0.29
H -0.868842 0.621125 2.344636 2.28 1.50 -1.30
H 0.630312 -0.229095 2.414716 0.00 2.50 -0.60
H 0.732973 1.569726 2.766483 0.16 0.70 0.07
H 2.336205 2.237578 1.148267 -0.43 -0.47 -1.20
H 2.687478 0.573444 1.225747 -1.06 0.53 -1.99
H 2.420904 1.407535 -0.526611 -0.18 -0.28 1.04
H -1.052255 -1.937110 -2.449625 0.54 0.08 1.26
H 0.060934 1.877249 0.500902 0.99 -0.56 -0.98



Record 7
28
Properties=species:S:1:pos:R:3:forces:R:3 method="wB97M-V/def2-TZVPD" charge=0 homo_lumo_gap_ev=8.940 relative_energy_kcal_mol=46.9 total_energy_ev=-17458.041 homo_energy_ev=-8.1 smiles=NN(Cc1ccccc1)C1NNNN1
N 1.877437 -0.665009 0.687842 -1.14 0.12 -1.51
N 1.004093 -0.698925 -0.451357 0.98 0.10 1.01
C 0.554124 0.551584 -1.027910 -1.43 -1.06 0.99
C -0.031303 1.635193 -0.156883 -0.31 0.67 1.82
C -0.739562 1.333537 1.027932 0.11 0.53 -1.69
C -1.471828 2.342827 1.664915 0.34 -1.29 0.43
C -1.500218 3.652164 1.138318 -0.22 -1.75 1.46
C -0.719797 3.967257 0.069873 0.43 2.07 -0.92
C 0.087298 3.003875 -0.479916 -0.40 -1.93 -1.41
C 0.553434 -1.911214 -1.117646 -0.91 -0.77 5.20
N 1.084305 -3.174058 -0.507857 3.17 0.09 -2.15
N 0.080952 -3.678321 0.382351 0.39 -1.40 2.65
N -1.094573 -3.377337 -0.272702 -0.62 1.95 0.40
N -0.827973 -2.013927 -0.634255 -2.61 -0.06 -0.86
H 1.502319 -1.315517 1.371638 0.55 0.06 0.07
H 2.847871 -0.815884 0.412070 -0.30 -0.31 0.32
H -0.227399 0.251390 -1.754256 0.62 0.43 -0.04
H 1.416098 0.908644 -1.430338 2.09 1.86 -2.18
H -0.766832 0.271999 1.267984 -0.17 0.37 0.65
H -1.967742 1.953393 2.588654 0.02 1.18 -0.84
H -2.104533 4.356303 1.634014 -0.66 0.91 0.37
H -0.720697 5.015337 -0.397256 0.00 -1.67 0.94
H 0.596674 3.229373 -1.393221 0.58 0.27 -0.35
H 0.605376 -1.837584 -2.166047 0.36 -0.23 -1.35
H 2.050584 -2.996533 -0.106607 -2.03 -0.49 -0.08
H 0.063065 -4.727811 0.611545 0.83 1.92 -1.19
H -1.159434 -3.937014 -1.112968 -0.03 0.23 -0.65
H -0.991739 -1.323740 0.152083 0.35 -1.82 -1.10



Record 8
24
Properties=species:S:1:pos:R:3:forces:R:3 method="wB97M-V/def2-TZVPD" charge=-1 homo_lumo_gap_ev=5.238 relative_energy_kcal_mol=5.7 total_energy_ev=-12057.694 homo_energy_ev=-1.3 smiles="CCC1=CCC(C)(C)N1[O-]"
C -2.645844 -0.432429 -1.026537 -2.70 0.45 1.59
C -2.255320 -0.439850 0.500436 -3.37 0.85 -0.73
C -0.945406 0.252965 0.526152 1.67 -3.00 1.47
C -0.485707 1.529997 0.401984 -1.24 -0.52 -0.23
C 0.996245 1.573927 0.544783 -0.42 -1.55 0.66
C 1.315860 0.028407 0.224540 0.94 0.99 -0.73
C 2.456658 -0.575894 0.986878 0.49 -0.11 -0.03
C 1.423581 -0.209978 -1.329034 -1.59 0.51 -0.74
N 0.099627 -0.668681 0.674648 0.25 2.43 -0.13
O 0.175579 -2.016051 0.721192 -1.07 -0.21 -0.36
H -3.720565 -0.759091 -1.250604 1.43 -0.38 0.47
H -1.901024 -1.051814 -1.428140 0.77 -0.62 -1.48
H -2.703148 0.591419 -1.374541 0.80 0.19 -0.31
H -2.266038 -1.498372 0.811914 0.83 0.60 0.07
H -3.142867 0.028488 1.073114 1.59 -0.19 -0.58
H -1.168729 2.304966 0.175026 -0.31 0.99 0.02
H 1.461979 2.276747 -0.105083 0.60 0.37 -0.85
H 1.266100 1.915063 1.589579 0.12 -0.77 -0.62
H 2.174499 -1.658595 0.941458 0.41 0.69 0.99
H 2.451921 -0.019123 1.933949 0.05 -1.02 0.40
H 3.476166 -0.468023 0.593065 -0.30 0.26 -0.45
H 1.312942 -1.316284 -1.606342 0.86 1.48 0.57
H 2.198008 0.415415 -1.909729 -0.74 -1.31 1.05
H 0.425484 0.196795 -1.668716 0.90 -0.14 -0.04